1.
Formula: C57H141N7O10
Source: the Open Molecules 2025 dataset
Level of theory: ωB97M-V with the def2-TZVPD basis set

Results
Net charge   +7
⟨S²⟩   0.7540
Kohn-Sham gap (alpha / beta)   0.3396 / 0.1033 Ha
Energy relative to the best compared isomer or geometry (same formula, charge and spin)   0.00 kJ/mol
2S+1   2
HOMO energy (alpha / beta)   -21.607 / -21.607 eV
LUMO level (alpha / beta)   -12.37 / -18.80 eV

Each line ends with the Mulliken spin population.
Atoms and positions in Å:
C (2.68, -2.72, 0.83)  0.000
C (1.58, -3.17, 1.69)  0.000
N (1.95, -3.99, 2.93)  0.000
C (0.61, -4.57, 3.55)  0.000
C (2.86, -5.21, 2.46)  0.000
C (3.33, -6.16, 3.61)  0.000
C (2.74, -3.16, 3.98)  0.000
C (2.18, -1.69, 4.23)  0.000
O (0.78, -1.77, 4.43)  0.000
C (0.27, -0.51, 4.90)  0.000
H (2.37, -2.02, 0.05)  0.000
H (3.11, -3.45, 0.14)  0.000
H (3.46, -2.27, 1.43)  0.000
H (0.97, -3.81, 1.05)  0.000
H (0.96, -2.32, 1.98)  0.000
H (0.84, -5.09, 4.48)  0.000
H (0.28, -5.23, 2.74)  0.000
H (-0.12, -3.75, 3.60)  0.000
H (3.78, -4.86, 1.99)  0.000
H (2.22, -5.65, 1.70)  0.000
H (3.80, -7.08, 3.28)  0.000
H (2.44, -6.44, 4.17)  0.000
H (4.00, -5.69, 4.34)  0.000
H (3.79, -2.97, 3.71)  0.000
H (2.66, -3.71, 4.91)  0.000
H (2.40, -1.11, 3.34)  0.000
H (2.72, -1.32, 5.10)  0.000
H (-0.56, -0.80, 5.54)  0.000
H (-0.16, -0.03, 4.02)  0.000
H (0.94, 0.25, 5.30)  0.000
C (5.16, 0.79, 4.03)  0.000
C (4.60, 1.20, 2.66)  0.000
N (3.48, 2.33, 2.60)  0.000
C (2.23, 1.94, 3.37)  0.000
C (3.95, 3.62, 3.37)  0.000
C (2.87, 4.77, 3.31)  0.000
C (3.06, 2.71, 1.14)  0.000
C (4.07, 3.48, 0.33)  0.000
O (5.37, 2.84, 0.19)  0.000
C (6.13, 3.43, -0.90)  0.000
H (5.83, -0.06, 3.94)  0.000
H (4.32, 0.41, 4.61)  0.000
H (5.79, 1.40, 4.68)  0.000
H (4.21, 0.32, 2.14)  0.000
H (5.31, 1.54, 1.90)  0.000
H (2.60, 1.60, 4.34)  0.000
H (1.83, 1.05, 2.88)  0.000
H (1.48, 2.73, 3.33)  0.000
H (4.88, 3.95, 2.91)  0.000
H (4.05, 3.27, 4.40)  0.000
H (2.33, 4.92, 2.37)  0.000
H (3.37, 5.71, 3.52)  0.000
H (2.08, 4.66, 4.06)  0.000
H (2.07, 3.17, 1.11)  0.000
H (2.85, 1.71, 0.78)  0.000
H (4.24, 4.47, 0.74)  0.000
H (3.52, 3.73, -0.58)  0.000
H (5.89, 4.49, -1.00)  0.000
H (5.97, 2.92, -1.84)  0.000
H (7.20, 3.35, -0.73)  0.000
C (6.96, -0.12, -4.24)  0.000
C (6.38, -1.46, -3.70)  0.000
N (6.82, -1.70, -2.25)  0.000
C (6.27, -3.01, -1.74)  0.000
C (8.43, -1.75, -2.23)  0.000
C (9.14, -2.52, -1.11)  0.000
C (6.34, -0.64, -1.19)  0.000
C (4.81, -0.47, -1.01)  0.000
O (4.34, 0.26, -2.12)  0.000
C (2.92, 0.30, -2.19)  0.000
H (6.49, 0.27, -5.15)  0.000
H (8.02, -0.32, -4.34)  0.000
H (6.92, 0.72, -3.54)  0.000
H (6.69, -2.32, -4.30)  0.000
H (5.29, -1.43, -3.65)  0.000
H (5.19, -3.01, -1.64)  0.000
H (6.75, -3.29, -0.79)  0.000
H (6.50, -3.78, -2.48)  0.000
H (8.74, -0.70, -2.22)  0.000
H (8.70, -2.19, -3.19)  0.000
H (8.55, -2.45, -0.19)  0.000
H (10.13, -2.08, -1.08)  0.000
H (9.07, -3.57, -1.40)  0.000
H (6.72, 0.30, -1.61)  0.000
H (6.81, -0.84, -0.23)  0.000
H (4.62, 0.15, -0.14)  0.000
H (4.30, -1.41, -0.80)  0.000
H (2.46, -0.67, -2.08)  0.000
H (2.58, 0.70, -3.15)  0.000
H (2.60, 0.94, -1.37)  0.000
C (-4.56, -2.86, -1.73)  0.000
C (-4.20, -3.94, -0.60)  0.000
N (-2.83, -4.70, -0.79)  0.000
C (-2.72, -5.72, 0.35)  0.000
C (-2.91, -5.61, -2.07)  0.000
C (-1.58, -6.25, -2.49)  0.000
C (-1.69, -3.66, -0.87)  0.000
C (-1.69, -2.52, 0.07)  0.000
O (-1.74, -3.05, 1.40)  0.000
C (-1.82, -2.07, 2.42)  0.000
H (-3.78, -2.11, -1.84)  0.000
H (-5.49, -2.34, -1.50)  0.000
H (-4.74, -3.22, -2.75)  0.000
H (-4.98, -4.67, -0.41)  0.000
H (-4.13, -3.42, 0.36)  0.000
H (-1.71, -6.11, 0.30)  0.000
H (-3.50, -6.44, 0.10)  0.000
H (-2.86, -5.43, 1.39)  0.000
H (-3.18, -4.91, -2.87)  0.000
H (-3.77, -6.28, -1.98)  0.000
H (-1.25, -6.95, -1.73)  0.000
H (-0.80, -5.51, -2.69)  0.000
H (-1.73, -6.75, -3.44)  0.000
H (-1.85, -3.27, -1.87)  0.000
H (-0.71, -4.11, -0.71)  0.000
H (-2.56, -1.89, -0.11)  0.000
H (-0.82, -1.94, -0.23)  0.000
H (-2.82, -1.67, 2.54)  0.000
H (-1.10, -1.29, 2.18)  0.000
H (-1.59, -2.41, 3.44)  0.000
C (0.39, -0.78, -10.00)  0.000
C (1.36, -0.90, -8.73)  0.000
N (0.74, -1.40, -7.30)  0.000
C (0.54, -2.89, -7.49)  0.000
C (1.93, -1.13, -6.24)  0.000
C (2.27, 0.33, -5.89)  0.000
C (-0.55, -0.62, -6.97)  0.000
C (-1.23, -0.98, -5.60)  0.000
O (-0.70, -0.28, -4.49)  0.000
C (-1.29, -0.51, -3.18)  0.000
H (0.81, -0.16, -10.79)  0.000
H (-0.53, -0.37, -9.58)  0.000
H (0.17, -1.75, -10.47)  0.000
H (1.51, 0.14, -8.46)  0.000
H (2.27, -1.47, -8.97)  0.000
H (-0.17, -3.23, -6.73)  0.000
H (1.45, -3.46, -7.33)  0.000
H (0.16, -3.17, -8.47)  0.000
H (2.78, -1.79, -6.43)  0.000
H (1.38, -1.58, -5.42)  0.000
H (2.26, 1.04, -6.72)  0.000
H (3.20, 0.49, -5.34)  0.000
H (1.45, 0.71, -5.28)  0.000
H (-1.26, -0.99, -7.71)  0.000
H (-0.41, 0.45, -7.15)  0.000
H (-1.05, -2.01, -5.32)  0.000
H (-2.30, -0.85, -5.78)  0.000
H (-0.62, -0.28, -2.35)  0.000
H (-1.52, -1.58, -3.22)  0.000
H (-2.24, 0.00, -3.03)  0.000
C (-3.44, 4.52, -0.33)  0.000
C (-3.18, 5.86, 0.43)  0.007
N (-2.98, 5.71, 1.97)  -0.001
C (-4.27, 5.19, 2.66)  0.001
C (-1.79, 4.74, 2.32)  0.001
C (-1.45, 4.76, 3.86)  0.001
C (-2.66, 7.06, 2.57)  -0.002
C (-3.67, 8.22, 2.32)  0.038
O (-5.01, 7.89, 2.60)  0.693
C (-6.02, 8.93, 2.56)  0.038
H (-3.48, 4.76, -1.39)  0.000
H (-4.36, 4.08, 0.06)  0.000
H (-2.83, 3.62, -0.26)  0.000
H (-3.96, 6.62, 0.32)  -0.004
H (-2.25, 6.34, 0.14)  -0.002
H (-4.23, 4.13, 2.41)  -0.002
H (-5.16, 5.61, 2.19)  0.000
H (-4.24, 5.42, 3.72)  0.002
H (-1.05, 5.27, 1.72)  0.000
H (-1.95, 3.74, 1.92)  0.000
H (-0.65, 4.08, 4.17)  0.000
H (-2.35, 4.49, 4.41)  0.000
H (-1.17, 5.73, 4.27)  0.000
H (-1.67, 7.30, 2.19)  0.002
H (-2.62, 6.91, 3.64)  0.010
H (-3.57, 8.68, 1.33)  0.038
H (-3.61, 9.08, 2.98)  0.086
H (-6.15, 9.48, 3.49)  0.062
H (-6.99, 8.43, 2.61)  0.023
H (-6.18, 9.44, 1.61)  0.008
C (-7.37, 2.69, 2.85)  0.000
C (-7.51, 1.34, 2.06)  0.000
N (-6.76, 0.15, 2.64)  0.000
C (-6.89, 0.10, 4.14)  0.000
C (-7.29, -1.11, 1.93)  0.000
C (-8.70, -1.67, 2.49)  0.000
C (-5.22, 0.24, 2.24)  0.000
C (-4.78, 0.17, 0.78)  0.000
O (-5.11, 1.41, 0.10)  0.000
C (-4.79, 1.30, -1.24)  0.000
H (-7.71, 2.72, 3.88)  0.000
H (-7.88, 3.44, 2.24)  0.000
H (-6.34, 3.00, 2.97)  0.000
H (-7.20, 1.45, 1.02)  0.000
H (-8.54, 0.99, 2.18)  0.000
H (-6.22, 0.84, 4.59)  0.000
H (-6.65, -0.91, 4.46)  0.000
H (-7.93, 0.29, 4.39)  0.000
H (-6.56, -1.92, 1.92)  0.000
H (-7.45, -0.89, 0.87)  0.000
H (-9.20, -2.46, 1.94)  0.000
H (-9.36, -0.81, 2.63)  0.000
H (-8.43, -2.10, 3.46)  0.000
H (-4.89, -0.69, 2.71)  0.000
H (-4.85, 1.14, 2.72)  0.000
H (-5.17, -0.69, 0.23)  0.000
H (-3.69, 0.16, 0.67)  0.000
H (-4.91, 2.29, -1.68)  0.000
H (-5.40, 0.66, -1.87)  0.000
H (-3.74, 0.99, -1.32)  0.000
O (-0.19, 1.65, 1.69)  0.000
C (-0.08, 0.90, 0.65)  0.000
O (-1.01, 1.13, -0.12)  0.000
O (0.96, 0.21, 0.51)  0.000
H (-1.02, 1.96, 1.32)  0.000

***

2.
Formula: C3H6FNS
Source: the Open Molecules 2025 dataset
Level of theory: ωB97M-V with the def2-TZVPD basis set

Results
Kohn-Sham gap   0.3323 Ha
Energy relative to the best compared isomer or geometry (same formula, charge and spin)   317.62 kJ/mol
HOMO energy   -9.150 eV
LUMO level   -0.11 eV

Each line ends with the natural charge from an NBO analysis.
Atoms and positions in Å:
C (1.38, 0.81, -0.28)  -0.643
C (0.83, -0.42, 0.40)  0.123
C (-0.44, -0.70, -0.14)  0.075
H (0.55, 1.61, -0.17)  0.237
H (2.33, 1.05, 0.19)  0.226
H (1.74, 0.54, -1.29)  0.230
H (0.59, -0.25, 1.46)  0.210
H (-0.59, -1.24, -1.16)  0.188
H (-3.51, 0.94, 0.64)  0.166
N (-1.43, -0.22, 0.52)  -0.534
F (1.62, -1.57, -0.01)  -0.373
S (-3.08, -0.54, -0.15)  0.094

***

3.
Formula: C3H8N2OS
Source: the Open Molecules 2025 dataset
Level of theory: ωB97M-V with the def2-TZVPD basis set

Results
Kohn-Sham gap   0.3552 Ha
Energy relative to the best compared isomer or geometry (same formula, charge and spin)   477.23 kJ/mol
HOMO energy   -9.034 eV
LUMO level   0.63 eV

Each line ends with the natural charge from an NBO analysis.
Atoms and positions in Å:
C (1.91, 0.22, -1.76)  -0.644
C (1.17, -0.27, -0.55)  -0.588
C (-1.18, -0.01, 0.66)  0.213
H (1.90, -0.49, -2.79)  0.234
H (1.69, 1.33, -2.10)  0.236
H (3.18, 0.31, -1.43)  0.216
H (1.08, -1.35, -0.53)  0.224
H (1.86, 0.15, 0.37)  0.242
H (-0.28, -1.64, 1.00)  0.361
H (-2.53, 1.67, 0.79)  0.386
H (-2.35, -0.59, 2.38)  0.495
N (-0.86, -0.97, 1.41)  -0.759
N (-2.41, 0.65, 0.92)  -0.346
O (-2.78, 0.48, 2.35)  -0.590
S (-0.42, 0.50, -0.72)  0.322